(1)
Here is an isolated molecule of C4H6O from the Open Molecules 2025 dataset. Energies are from ωB97M-V with the def2-TZVPD basis set.

```
! RIJCOSX wB97M-V def2-TZVPD def2/J DEFGRID3
* xyz 0 1
C -1.053 -1.130 0.171
C -0.183 0.089 0.287
O -0.628 0.966 1.174
C 0.827 0.374 -0.631
C 1.940 1.085 -0.992
H -2.112 -0.879 0.052
H -0.952 -1.696 1.104
H -0.730 -1.766 -0.657
H 0.126 0.140 -1.464
H 0.015 1.693 1.194
H 2.748 1.123 -0.239
*
```

Values from the calculation:
**Strongest force on any atom**: 0.9 eV/A
**Energy**: -6287.836 eV
**Frontier orbital gap (spin up / spin down)**: 7.24 / 7.24 eV
**HOMO (spin up / spin down)**: -7.4796 / -7.4788 eV



(2)
Here is a structure of composition C4H6O from the Open Molecules 2025 dataset. Energies are from ωB97M-V with the def2-TZVPD basis set.

```
! RIJCOSX wB97M-V def2-TZVPD def2/J DEFGRID3
* xyz 0 1
C 1.332 0.532 0.249
C 0.219 1.345 0.063
C 0.554 -0.712 0.345
C -0.633 0.271 0.060
O -1.936 0.287 0.065
H 2.447 0.877 0.264
H -0.119 2.334 0.008
H 0.809 -1.408 -0.479
H 0.648 -1.250 1.303
H -0.842 -1.869 -1.488
H -2.479 -0.406 -0.390
*
```

Values from the calculation:
**Strongest force on any atom**: 4.4 eV/A
**Energy**: -6286.161 eV
**Frontier orbital gap (spin up / spin down)**: 5.53 / 10.46 eV
**HOMO (spin up / spin down)**: -6.5809 / -9.6649 eV



(3)
Here is an isolated molecule of C4H6O from the Open Molecules 2025 dataset. Energies are from ωB97M-V with the def2-TZVPD basis set.

```
! RIJCOSX wB97M-V def2-TZVPD def2/J DEFGRID3
* xyz 0 3
C -1.844 -0.461 -0.057
C -1.270 0.748 -0.041
C 0.974 0.035 0.480
C 2.042 -0.133 -0.250
O 0.066 0.980 0.099
H -2.849 -0.577 -0.254
H -1.785 1.792 -0.005
H 0.727 -0.587 1.300
H 2.694 -0.902 0.133
H 2.333 0.400 -1.185
H -1.087 -1.294 -0.220
*
```

Values from the calculation:
**Strongest force on any atom**: 6.9 eV/A
**Energy**: -6285.388 eV
**Frontier orbital gap (spin up / spin down)**: 5.06 / 6.15 eV
**HOMO (spin up / spin down)**: -3.9122 / -9.0295 eV



(4)
Here is the ion C4H6O2 with charge -1 from the Open Molecules 2025 dataset. Energies are from ωB97M-V with the def2-TZVPD basis set.

```
! RIJCOSX wB97M-V def2-TZVPD def2/J DEFGRID3
* xyz -1 2
C 0.091 0.385 -0.649
C 0.396 -0.661 0.391
C -0.619 -1.797 0.317
O -1.780 -1.595 -0.212
C 0.512 1.785 -0.387
O 1.262 2.146 0.490
H 0.739 0.236 -1.548
H -0.875 0.277 -1.137
H 1.442 -0.971 0.301
H 0.260 -0.180 1.375
H -0.468 -2.603 1.047
H 0.182 2.563 -1.115
*
```

Values from the calculation:
**Strongest force on any atom**: 1.8 eV/A
**Energy**: -8338.473 eV
**Frontier orbital gap (spin up / spin down)**: 3.65 / 7.14 eV
**HOMO (spin up / spin down)**: 0.2967 / -3.2752 eV



(5)
Here is an isolated molecule of C4H6O2 from the Open Molecules 2025 dataset. Energies are from ωB97M-V with the def2-TZVPD basis set.

```
! RIJCOSX wB97M-V def2-TZVPD def2/J DEFGRID3
* xyz 0 1
C 1.489 0.142 0.817
C 0.035 0.378 0.932
C -0.601 -0.243 -0.679
O -0.692 0.594 -1.880
C -1.671 -0.392 -1.575
O -0.820 -1.525 -1.353
H 1.986 0.819 0.185
H 1.768 -0.848 0.482
H 1.817 0.384 1.813
H -0.196 1.433 1.319
H -0.389 -0.396 1.697
H -2.726 -0.345 -1.757
*
```

Values from the calculation:
**Strongest force on any atom**: 4.0 eV/A
**Energy**: -8334.412 eV
**Frontier orbital gap**: 9.72 eV
**HOMO**: -8.8249 eV



(6)
Here is an isolated molecule of C4H6O2 from the Open Molecules 2025 dataset. Energies are from ωB97M-V with the def2-TZVPD basis set.

```
! RIJCOSX wB97M-V def2-TZVPD def2/J DEFGRID3
* xyz 0 1
C 1.599 -0.278 0.053
C 0.063 -0.363 -0.149
C -1.299 -0.135 0.898
O -2.106 -1.005 1.058
C -0.609 0.730 -0.882
O -0.274 1.882 -1.013
H 2.140 -0.617 -0.853
H 1.951 0.740 0.238
H 1.944 -0.929 0.860
H -0.230 -1.350 -0.513
H -1.492 0.906 1.255
H -1.686 0.419 -0.952
*
```

Values from the calculation:
**Strongest force on any atom**: 1.5 eV/A
**Energy**: -8337.958 eV
**Frontier orbital gap**: 9.69 eV
**HOMO**: -9.8653 eV



(7)
Here is a structure of composition C4H6O2 from the Open Molecules 2025 dataset. Energies are from ωB97M-V with the def2-TZVPD basis set.

```
! RIJCOSX wB97M-V def2-TZVPD def2/J DEFGRID3
* xyz 0 1
O 0.435 -1.990 0.010
C 0.056 -1.432 -1.131
C 0.358 1.699 0.722
C -0.363 0.952 1.552
C -0.326 -0.220 -1.582
O -0.021 -1.891 -2.310
H 1.196 -2.585 -0.085
H 0.302 2.785 0.733
H 1.022 1.259 -0.018
H -1.037 1.390 2.284
H -0.300 -0.133 1.539
H -1.323 0.164 -1.713
*
```

Values from the calculation:
**Strongest force on any atom**: 0.8 eV/A
**Energy**: -8335.303 eV
**Frontier orbital gap**: 9.40 eV
**HOMO**: -8.9554 eV



(8)
Here is a cluster of 2 separate species, C4H6O2 in total from the Open Molecules 2025 dataset. Energies are from ωB97M-V with the def2-TZVPD basis set.

```
! RIJCOSX wB97M-V def2-TZVPD def2/J DEFGRID3
* xyz 0 1
O -0.352 0.701 -1.335
C -0.092 1.474 -0.192
C 0.039 0.881 1.165
C 1.140 1.306 0.612
H 0.243 -0.067 -1.308
H -0.554 2.452 -0.338
H -0.434 0.384 2.001
H 2.216 1.397 0.654
C -0.564 -2.130 -0.309
O 0.591 -1.875 -0.563
H -0.839 -3.034 0.263
H -1.382 -1.462 -0.631
*
```

Values from the calculation:
**Strongest force on any atom**: 0.6 eV/A
**Energy**: -8336.559 eV
**Frontier orbital gap**: 9.85 eV
**HOMO**: -9.3662 eV



(9)
Here is an isolated molecule of C4H6O2 from the Open Molecules 2025 dataset. Energies are from ωB97M-V with the def2-TZVPD basis set.

```
! RIJCOSX wB97M-V def2-TZVPD def2/J DEFGRID3
* xyz 0 1
C 1.102 0.581 -0.637
C 0.447 0.880 0.710
O 0.637 1.967 1.244
C -0.271 -0.150 1.420
C -1.302 -0.915 -0.235
O -0.648 -1.318 0.833
H 1.164 -0.484 -0.881
H 0.589 1.105 -1.448
H 2.112 0.994 -0.570
H -0.422 -0.090 2.492
H -1.175 -1.500 -1.136
H -2.042 -0.139 -0.142
*
```

Values from the calculation:
**Strongest force on any atom**: 1.5 eV/A
**Energy**: -8336.434 eV
**Frontier orbital gap (spin up / spin down)**: 8.78 / 7.71 eV
**HOMO (spin up / spin down)**: -8.7930 / -8.4757 eV



(10)
Here is an isolated molecule of C4H6O2 from the Open Molecules 2025 dataset. Energies are from ωB97M-V with the def2-TZVPD basis set.

```
! RIJCOSX wB97M-V def2-TZVPD def2/J DEFGRID3
* xyz 0 1
C -1.364 0.505 0.142
O -0.941 0.473 -1.249
C -0.100 -0.584 -1.062
C 1.499 0.122 0.068
O 0.741 -0.453 1.115
C -0.452 -0.710 0.428
H -2.443 0.349 0.222
H -1.067 1.438 0.632
H 1.068 -0.481 -1.222
H 2.522 -0.265 0.067
H 1.478 1.217 0.049
H -0.942 -1.610 0.810
*
```

Values from the calculation:
**Strongest force on any atom**: 0.3 eV/A
**Energy**: -8334.390 eV
**Frontier orbital gap**: 8.77 eV
**HOMO**: -7.9289 eV



(11)
Here is a cluster of 2 separate species, C4H6O2 in total from the Open Molecules 2025 dataset. Energies are from ωB97M-V with the def2-TZVPD basis set.

```
! RIJCOSX wB97M-V def2-TZVPD def2/J DEFGRID3
* xyz 0 1
O 0.348 -1.096 -1.872
C 0.661 -0.824 -0.790
C 1.037 -0.542 0.451
C 1.779 -1.527 1.244
O 2.145 -1.324 2.380
H 0.786 0.427 0.867
H 1.991 -2.489 0.735
C -1.694 1.608 -0.649
H -1.129 2.402 -0.154
H -2.712 1.951 -0.847
H -1.216 1.351 -1.598
H -1.733 0.729 0.001
*
```

Values from the calculation:
**Strongest force on any atom**: 1.1 eV/A
**Energy**: -8338.964 eV
**Frontier orbital gap**: 10.37 eV
**HOMO**: -10.0417 eV



(12)
Here is a structure of composition C4H6O2 from the Open Molecules 2025 dataset. Energies are from ωB97M-V with the def2-TZVPD basis set.

```
! RIJCOSX wB97M-V def2-TZVPD def2/J DEFGRID3
* xyz 0 1
C 0.841 1.315 0.494
C -0.159 0.398 -0.173
C 0.152 -1.101 -0.470
C -1.282 -1.235 -0.017
O -2.222 -1.922 -0.272
O -1.277 -0.041 0.665
H 1.306 0.866 1.375
H 0.381 2.261 0.803
H 1.615 1.559 -0.240
H -0.616 0.904 -1.030
H 0.416 -1.548 -1.433
H 0.845 -1.457 0.298
*
```

Values from the calculation:
**Strongest force on any atom**: 0.7 eV/A
**Energy**: -8339.637 eV
**Frontier orbital gap**: 11.44 eV
**HOMO**: -10.5547 eV



(13)
Here is an isolated molecule of C4H6O2 from the Open Molecules 2025 dataset. Energies are from ωB97M-V with the def2-TZVPD basis set.

```
! RIJCOSX wB97M-V def2-TZVPD def2/J DEFGRID3
* xyz 0 1
O 1.554 -0.689 -1.051
C 0.324 -0.761 -0.392
C 0.246 -0.325 1.102
C -0.749 0.739 0.651
O -0.037 1.612 -0.211
C -0.606 0.415 -0.762
H 1.338 0.093 -1.566
H -0.166 -1.727 -0.560
H -0.158 -1.090 1.767
H 1.175 0.085 1.509
H -1.657 1.079 1.125
H -1.283 0.583 -1.599
*
```

Values from the calculation:
**Strongest force on any atom**: 1.4 eV/A
**Energy**: -8337.593 eV
**Frontier orbital gap**: 11.18 eV
**HOMO**: -10.1366 eV



(14)
Here is an isolated molecule of C4H6O2 from the Open Molecules 2025 dataset. Energies are from ωB97M-V with the def2-TZVPD basis set.

```
! RIJCOSX wB97M-V def2-TZVPD def2/J DEFGRID3
* xyz 0 1
C 0.374 -1.594 -0.716
C 0.431 -0.383 0.151
O 1.478 -0.087 0.942
C -0.651 0.412 0.230
C -0.657 1.858 0.310
O -1.547 2.463 -0.257
H -0.452 -1.441 -1.420
H 0.133 -2.447 -0.079
H 1.289 -1.787 -1.282
H 0.991 0.547 1.511
H -1.556 0.054 -0.209
H 0.167 2.405 0.819
*
```

Values from the calculation:
**Strongest force on any atom**: 1.5 eV/A
**Energy**: -8338.704 eV
**Frontier orbital gap**: 9.66 eV
**HOMO**: -9.2478 eV



(15)
Here is an isolated molecule of C4H6O2 from the Open Molecules 2025 dataset. Energies are from ωB97M-V with the def2-TZVPD basis set.

```
! RIJCOSX wB97M-V def2-TZVPD def2/J DEFGRID3
* xyz 0 1
O 1.878 1.281 0.598
C 2.016 0.329 -0.120
O 1.129 -0.642 -0.384
C -0.134 -0.676 0.259
C -1.325 -0.414 -0.605
C -0.950 0.553 0.487
H 2.928 0.121 -0.699
H -0.168 -1.484 0.984
H -1.104 -0.107 -1.624
H -2.200 -1.048 -0.498
H -0.524 1.509 0.208
H -1.547 0.578 1.394
*
```

Values from the calculation:
**Strongest force on any atom**: 0.5 eV/A
**Energy**: -8339.072 eV
**Frontier orbital gap**: 11.47 eV
**HOMO**: -10.4435 eV



(16)
Here is an isolated molecule of C4H6O2 from the Open Molecules 2025 dataset. Energies are from ωB97M-V with the def2-TZVPD basis set.

```
! RIJCOSX wB97M-V def2-TZVPD def2/J DEFGRID3
* xyz 0 1
C 1.895 0.546 0.824
O 1.746 -0.567 0.096
C 0.582 -0.805 -0.465
C -0.652 -0.304 0.148
C -1.772 0.324 -0.570
O -1.807 -1.049 -0.219
H 2.739 0.539 1.508
H 1.369 1.410 0.431
H 0.571 -1.495 -1.301
H -0.540 -0.083 1.224
H -1.651 0.522 -1.634
H -2.479 0.964 -0.042
*
```

Values from the calculation:
**Strongest force on any atom**: 1.0 eV/A
**Energy**: -8335.207 eV
**Frontier orbital gap (spin up / spin down)**: 8.32 / 7.95 eV
**HOMO (spin up / spin down)**: -7.8498 / -7.4140 eV



(17)
Here is a structure of composition C4H6O2 from the Open Molecules 2025 dataset. Energies are from ωB97M-V with the def2-TZVPD basis set.

```
! RIJCOSX wB97M-V def2-TZVPD def2/J DEFGRID3
* xyz 0 1
C -0.230 0.961 0.900
C 0.413 -0.338 0.391
C -0.603 -1.089 -0.468
O -0.215 -0.276 -1.618
C 0.928 0.131 -0.960
O 1.854 0.748 -1.386
H -0.731 1.382 0.018
H -0.987 0.817 1.675
H 0.534 1.666 1.238
H 1.053 -0.890 1.089
H -1.651 -0.987 -0.173
H -0.365 -2.127 -0.706
*
```

Values from the calculation:
**Strongest force on any atom**: 0.7 eV/A
**Energy**: -8339.500 eV
**Frontier orbital gap**: 11.39 eV
**HOMO**: -10.4766 eV



(18)
Here is a cluster of 3 separate species, C4H6O2 in total from the Open Molecules 2025 dataset. Energies are from ωB97M-V with the def2-TZVPD basis set.

```
! RIJCOSX wB97M-V def2-TZVPD def2/J DEFGRID3
* xyz 0 1
O 2.959 1.725 0.312
C 2.233 1.262 -0.429
C 0.260 -1.420 -0.575
C -0.681 -1.487 0.360
C -0.986 1.423 0.186
O -0.129 1.929 0.865
H 0.047 -1.602 -1.626
H 1.286 -1.161 -0.332
H -1.713 -1.733 0.120
H -0.458 -1.285 1.405
H -1.947 1.078 0.617
H -0.873 1.272 -0.904
*
```

Values from the calculation:
**Strongest force on any atom**: 1.4 eV/A
**Energy**: -8338.019 eV
**Frontier orbital gap**: 11.02 eV
**HOMO**: -10.1369 eV



(19)
Here is an isolated molecule of C4H6O2 from the Open Molecules 2025 dataset. Energies are from ωB97M-V with the def2-TZVPD basis set.

```
! RIJCOSX wB97M-V def2-TZVPD def2/J DEFGRID3
* xyz 0 1
C -0.927 -1.102 -0.142
C 0.045 -0.008 0.212
C 1.510 -0.235 -0.006
O 1.919 -0.916 -0.914
C -0.280 1.418 0.053
O -0.294 0.797 1.329
H -0.914 -1.905 0.608
H -1.934 -0.674 -0.160
H -0.661 -1.518 -1.118
H 2.197 0.334 0.661
H 0.549 2.110 -0.089
H -1.211 1.698 -0.432
*
```

Values from the calculation:
**Strongest force on any atom**: 0.5 eV/A
**Energy**: -8338.622 eV
**Frontier orbital gap**: 10.91 eV
**HOMO**: -10.0128 eV



(20)
Here is an isolated molecule of C4H6O2 from the Open Molecules 2025 dataset. Energies are from ωB97M-V with the def2-TZVPD basis set.

```
! RIJCOSX wB97M-V def2-TZVPD def2/J DEFGRID3
* xyz 0 1
O -1.671 -0.551 -2.162
C -1.256 0.099 -1.287
C -0.850 0.875 -0.299
C 0.455 0.693 0.448
C 0.992 -0.740 0.307
O -0.054 -1.684 0.193
H -1.484 1.733 -0.102
H 1.205 1.402 0.077
H 0.300 0.934 1.507
H 1.632 -0.986 1.165
H 1.603 -0.834 -0.599
H -0.823 -1.303 0.640
*
```

Values from the calculation:
**Strongest force on any atom**: 1.0 eV/A
**Energy**: -8338.828 eV
**Frontier orbital gap**: 9.72 eV
**HOMO**: -8.9649 eV